Entry 1:
Entry from the Open Molecules 2025 dataset: a structure of composition C24H32AuN3O2Si (ωB97M-V/def2-TZVPD).

Last column: Löwdin charge in e.
Element x y z (Å)
Au: -0.50729 1.25526 0.51493  0.883
C: -3.54914 0.81766 -1.29032  -0.190
Si: -3.55107 0.63840 0.60213  0.366
C: -5.18242 -0.25198 0.98557  -0.198
C: -3.74422 2.37462 1.32920  -0.202
N: -2.02893 -0.02605 1.06543  -0.222
C: -1.75043 -1.28977 1.53816  -0.294
C: -2.75258 -2.07262 2.15527  -0.050
C: -2.54147 -3.35962 2.60586  -0.106
C: -1.30037 -3.96180 2.46836  -0.113
C: -0.27715 -3.22709 1.89651  -0.048
C: -0.47695 -1.92282 1.47463  -0.219
O: 0.56490 -1.25556 0.83767  -0.075
C: 1.84421 -1.24987 1.30390  -0.279
C: 2.81761 -0.88776 0.37416  -0.017
C: 4.14862 -0.83380 0.74779  -0.095
C: 4.52621 -1.13290 2.05050  -0.109
C: 3.55074 -1.46270 2.98009  -0.084
C: 2.21284 -1.51524 2.61918  -0.017
H: -4.36163 1.45855 -1.64149  0.024
H: -3.65381 -0.15774 -1.77452  0.022
H: -2.60420 1.25283 -1.62309  -0.008
H: -5.98762 0.27933 0.47386  0.029
H: -5.42453 -0.26492 2.05033  0.026
H: -5.18439 -1.28273 0.62502  0.026
H: -4.65698 2.84278 0.95137  0.023
H: -2.90096 3.00891 1.05090  -0.005
H: -3.80253 2.35760 2.41943  0.023
H: -3.72700 -1.62249 2.27841  0.067
H: -3.35659 -3.90262 3.06859  0.099
H: -1.13146 -4.98011 2.79087  0.094
H: 0.69777 -3.67746 1.75664  0.119
H: 2.50139 -0.64191 -0.63303  0.113
H: 4.89865 -0.56410 0.01441  0.101
H: 5.57039 -1.10501 2.33290  0.095
H: 3.83331 -1.67704 4.00292  0.103
H: 1.44939 -1.74955 3.34776  0.119
C: -0.89562 -0.22420 -4.56672  -0.037
N: -0.75425 -1.22190 -3.51704  -0.179
C: -1.00858 -2.63088 -3.77269  -0.045
C: -0.38891 -0.79700 -2.29727  -0.329
O: -0.13948 0.37222 -2.03141  -0.079
H: -1.34961 -0.67490 -5.44465  0.083
H: 0.07771 0.19453 -4.83227  0.091
H: -1.52308 0.59250 -4.20944  0.086
H: -1.14454 -2.78597 -4.83899  0.082
H: -1.90725 -2.97443 -3.25617  0.090
H: -0.16697 -3.24210 -3.44398  0.088
H: -0.32713 -1.59809 -1.54702  0.140
C: 5.11485 3.81301 -0.66053  -0.039
C: 3.71941 3.34004 -0.38661  -0.261
C: 2.81097 3.10154 -1.41268  -0.010
C: 1.52784 2.68632 -1.11520  -0.121
N: 1.10657 2.49635 0.14128  -0.113
C: 1.97172 2.73244 1.13645  -0.126
C: 3.26647 3.15348 0.91582  -0.018
H: 5.42592 3.57023 -1.67504  0.080
H: 5.81580 3.37147 0.04701  0.083
H: 5.16756 4.89728 -0.54228  0.091
H: 3.11425 3.22216 -2.44435  0.116
H: 0.80529 2.48286 -1.89005  0.097
H: 1.59247 2.58604 2.13802  0.107
H: 3.92627 3.32632 1.75554  0.119

Computed properties:
Gap between HOMO and LUMO (eV): 6.99
Charge: 0



Entry 2:
Entry from the Open Molecules 2025 dataset: a structure of composition C24H32BaN8O2S3Se2 (ωB97M-V/def2-TZVPD).

Last column: Löwdin charge in e.
Element x y z (Å)
Ba: -0.59973 -0.71339 0.00456  1.611
C: -6.13291 1.61060 1.69382  0.000
C: -4.74085 2.08193 1.85282  -0.340
N: -4.21528 2.62936 2.90344  0.124
N: -2.91294 2.83467 2.55338  0.029
C: -2.61109 2.41415 1.31844  -0.789
S: -1.14125 2.50436 0.50382  0.519
N: -3.80648 1.94886 0.86074  -0.105
N: -4.06017 1.32531 -0.34850  0.130
H: -6.72272 1.92749 2.54942  0.085
H: -6.14806 0.52295 1.62204  0.085
H: -6.55755 2.01246 0.77500  0.084
H: -2.27680 3.27315 3.19436  0.150
H: -3.44924 1.72966 -1.05578  0.025
H: -3.81949 0.34336 -0.21637  0.060
C: 2.87779 0.73848 -2.39391  -0.399
Se: 1.14209 1.59542 -2.16946  0.809
C: 0.33999 0.81397 -3.78963  -0.548
C: -0.55561 1.76231 -4.55054  -0.565
Se: -2.18149 2.31945 -3.61148  0.884
C: -1.48101 3.97652 -2.86291  -0.434
H: 2.74662 -0.34038 -2.38786  -0.013
H: 3.50552 1.05308 -1.56230  0.010
H: 3.32439 1.06950 -3.32839  0.025
H: -0.17484 -0.09742 -3.49435  0.004
H: 1.18663 0.53012 -4.41640  0.074
H: -0.88840 1.27266 -5.46617  0.062
H: -0.03897 2.68365 -4.81901  0.062
H: -0.65789 3.75291 -2.18962  -0.054
H: -2.28676 4.44834 -2.30597  0.017
H: -1.16725 4.62693 -3.67515  0.022
C: -3.62052 -2.25521 2.92463  0.000
C: -2.57613 -1.67676 1.99955  -0.761
O: -2.91297 -0.72112 1.23764  -0.257
O: -1.42026 -2.17141 1.99493  -0.222
H: -4.21585 -2.97327 2.35878  0.087
H: -4.28149 -1.47028 3.28719  0.074
H: -3.14457 -2.77447 3.75201  0.078
S: 4.87887 0.38642 4.95873  1.022
C: 3.62309 0.18460 3.72330  -0.533
C: 2.66964 -0.80682 3.86965  -0.063
C: 1.68235 -0.91597 2.89882  -0.124
N: 1.62196 -0.12171 1.83427  -0.037
C: 2.53913 0.83922 1.70858  -0.128
C: 3.55275 1.03685 2.62527  -0.066
C: 6.35408 0.25543 3.98627  -0.524
C: 6.44661 -0.51262 2.83375  -0.074
C: 7.67405 -0.57367 2.19276  -0.140
N: 8.77082 0.04360 2.62061  0.057
C: 8.66374 0.76418 3.73239  -0.146
C: 7.48664 0.91226 4.44764  -0.096
H: 2.69922 -1.48795 4.70808  0.110
H: 0.91042 -1.67541 2.97219  0.102
H: 2.44587 1.48686 0.84373  0.098
H: 4.27222 1.83298 2.49294  0.120
H: 5.59760 -1.05257 2.43871  0.109
H: 7.78103 -1.15996 1.28700  0.109
H: 9.56792 1.26151 4.06470  0.107
H: 7.45248 1.53095 5.33406  0.102
C: -2.59826 -4.82793 -5.16973  -0.035
C: -2.37218 -3.82226 -4.07979  -0.341
C: -3.44508 -3.14501 -3.49083  -0.034
C: -3.12118 -2.21280 -2.53561  -0.155
N: -1.86829 -1.95337 -2.16920  -0.121
C: -0.87912 -2.68321 -2.75724  -0.910
S: 0.72937 -2.40924 -2.23258  0.427
N: -1.12305 -3.59979 -3.71685  0.094
H: -2.79888 -4.31319 -6.11135  0.083
H: -3.45901 -5.45784 -4.94489  0.077
H: -1.70934 -5.44016 -5.29320  0.077
H: -4.47029 -3.33500 -3.77280  0.104
H: -3.89964 -1.63638 -2.04210  0.106

Computed properties:
Gap between HOMO and LUMO (eV): 7.30
Energy relative to the best compared isomer or geometry (same formula, charge and spin) (kJ/mol): 0.00
Charge: 0



Entry 3:
Entry from the Open Molecules 2025 dataset: a structure of composition C24H32CaClCsF8LiN5O14 (ωB97M-V/def2-TZVPD).

Last column: Löwdin charge in e.
Element x y z (Å)
C: -0.17211 2.06386 3.59224  -0.040
N: -0.05372 1.35805 2.34728  -0.265
C: -0.83232 1.76546 1.19622  -0.310
N: -0.51595 0.82825 0.17784  -0.077
C: 0.37342 -0.02701 0.74184  -0.577
N: 0.86944 -1.07714 0.09098  0.039
N: 0.72132 0.23268 2.06501  -0.066
C: 1.57859 -0.46860 2.96214  -0.086
C: 2.84418 -0.98624 2.20776  -0.141
O: 3.90241 -0.01316 2.36816  -0.150
C: 4.96904 -0.53473 3.14659  -0.144
C: 5.73638 0.69296 3.63967  -0.416
F: 5.75788 1.56552 2.60726  0.133
F: 7.00397 0.37197 3.88968  0.169
C: 5.07876 1.36146 4.88598  -0.347
F: 4.01441 0.66947 5.34997  0.134
F: 5.99493 1.36683 5.86395  0.171
C: 4.63483 2.82472 4.68163  -0.401
F: 5.71013 3.56662 4.42303  0.183
F: 3.69906 2.90792 3.72080  0.120
C: 4.00140 3.39628 5.98150  -0.303
F: 3.30044 4.49771 5.62572  0.092
F: 4.95072 3.76725 6.83844  0.129
H: 0.82893 2.30023 3.97307  0.072
H: -0.81840 2.92262 3.50636  0.089
H: -0.62897 1.40197 4.33458  0.096
H: -1.54374 2.55470 1.14356  0.066
H: 1.79827 -0.98307 -0.34742  0.035
H: 0.35366 -1.93914 0.06040  0.073
H: 1.03904 -1.28101 3.46616  0.132
H: 1.89626 0.18782 3.76488  0.112
H: 3.11672 -1.97104 2.66582  0.137
H: 2.71855 -1.14504 1.14346  0.085
H: 5.67617 -1.14139 2.51526  -0.004
H: 4.59473 -1.14122 3.96515  0.141
H: 3.30440 2.71284 6.45814  0.167
O: 2.71343 -2.04475 -1.10007  -0.427
C: 4.00357 -2.47204 -1.12832  -0.626
C: 4.62255 -2.25101 -2.54944  -0.512
O: 5.88377 -2.68330 -2.57931  -0.302
H: 4.17985 -3.54258 -0.89389  0.041
H: 4.71107 -1.97788 -0.43169  -0.214
H: 4.45502 -1.16369 -2.77151  0.096
H: 3.89578 -2.74507 -3.25339  0.092
Cs: 5.79982 -2.81266 0.78261  1.467
C: 12.37734 -3.01839 0.91956  -0.062
C: 11.43440 -4.21940 1.16083  -0.810
O: 10.32553 -3.95519 1.69070  -0.130
O: 11.87936 -5.32584 0.80231  -0.084
H: 11.92513 -2.08406 1.25670  0.044
H: 13.31324 -3.16830 1.46141  0.053
H: 12.60188 -2.93311 -0.14523  0.055
C: -4.10942 0.71111 -2.07778  -0.167
C: -2.86661 0.94993 -2.67475  -0.141
C: -2.76206 1.07544 -4.04668  -0.006
C: -3.90047 0.96236 -4.82993  -0.163
C: -5.13124 0.72168 -4.26619  -0.013
C: -5.23592 0.59709 -2.88677  -0.060
N: -3.79759 1.11511 -6.28315  -0.349
O: -2.69626 1.30804 -6.75844  0.076
O: -4.82414 1.04410 -6.93546  0.055
H: -4.20034 0.62260 -1.01298  0.017
H: -1.98649 1.03677 -2.06069  0.044
H: -1.79825 1.25951 -4.49762  0.114
H: -6.01318 0.63366 -4.88390  0.111
H: -6.20030 0.41510 -2.44365  0.062
Li: 1.20608 -2.32478 -1.70274  0.719
C: -4.65275 -1.65268 -8.93576  -0.916
O: -3.45851 -1.52039 -9.17376  0.230
O: -5.57956 -1.47440 -9.76688  0.262
O: -5.13540 -1.99250 -7.82621  0.257
Ca: 1.40672 2.28854 0.66221  1.316
Cl: -2.46685 -0.88658 -0.40767  -0.170
C: -10.63930 1.05184 -1.50694  -0.164
C: -9.85203 1.53963 -2.70583  -0.086
O: -8.56124 0.96913 -2.47686  0.075
C: -8.70508 -0.11728 -1.67797  -0.533
O: -7.87099 -0.90282 -1.43343  0.228
O: -9.99689 -0.17510 -1.18162  0.012
H: -11.69648 0.88111 -1.72945  0.138
H: -10.55573 1.72813 -0.64259  0.134
H: -10.24748 1.15851 -3.64778  0.146
H: -9.79204 2.62293 -2.76029  0.144
O: -11.91910 0.21059 1.19709  0.347
H: -12.87445 0.29876 1.01005  0.204
H: -11.38192 0.22710 0.36582  0.134
H: -11.72934 -0.59335 1.72427  0.211

Computed properties:
Gap between HOMO and LUMO (eV): 0.81
Charge: 0



Entry 4:
Entry from the Open Molecules 2025 dataset: an isolated molecule of C24H32N2O4S (ωB97M-V/def2-TZVPD).

Last column: Löwdin charge in e.
Element x y z (Å)
C: -0.82246 -3.78619 -2.37747  -0.087
C: -0.99414 -4.27316 -0.94328  -0.219
C: -0.42923 -3.27370 0.07505  -0.271
C: -0.57767 -3.78618 1.51411  -0.215
C: 0.01389 -2.81728 2.53142  -0.082
C: -1.06167 -1.89631 -0.08973  -0.456
O: -0.40969 -0.91484 -0.37289  0.079
N: -2.41142 -1.89149 0.11553  0.155
C: -3.29275 -0.81225 0.07158  -0.192
C: -4.60467 -0.99161 0.51421  -0.014
C: -5.49945 0.06244 0.50641  -0.063
C: -5.10167 1.31700 0.06753  -0.054
C: -3.80769 1.48015 -0.38155  -0.251
S: -3.20057 3.08915 -0.92390  0.729
O: -4.18043 4.08800 -0.58915  -0.303
O: -2.78375 2.98010 -2.29791  -0.294
C: -1.75173 3.25786 0.12000  -0.281
C: -1.88671 3.77281 1.39417  -0.059
C: -0.78316 3.75956 2.23230  -0.052
C: 0.41623 3.20902 1.81538  0.011
C: 0.53946 2.68093 0.52983  -0.189
N: 1.70582 2.09580 0.05139  0.157
C: 2.90429 1.92844 0.68275  -0.452
O: 3.13932 2.30154 1.81035  0.085
C: 3.96643 1.27056 -0.19214  -0.268
C: 4.36308 2.25623 -1.30386  -0.217
C: 5.63906 1.84661 -2.03085  -0.098
C: 3.52929 -0.09539 -0.73368  -0.212
C: 2.99523 -1.00415 0.36811  -0.095
C: -0.56066 2.72842 -0.32676  -0.011
C: -2.90479 0.43868 -0.39527  0.013
H: -1.36064 -2.85459 -2.53756  0.074
H: -1.20110 -4.52676 -3.07785  0.073
H: 0.22836 -3.61195 -2.59571  0.080
H: -2.05335 -4.45956 -0.74688  0.108
H: -0.47075 -5.22397 -0.81859  0.116
H: 0.63659 -3.13495 -0.13162  0.138
H: -1.63128 -3.96242 1.74805  0.107
H: -0.06571 -4.74814 1.59105  0.116
H: 1.07022 -2.65518 2.33243  0.072
H: -0.48944 -1.85364 2.48878  0.077
H: -0.08960 -3.21475 3.53821  0.074
H: -2.82995 -2.76816 0.39348  0.135
H: -4.92060 -1.96282 0.86930  0.112
H: -6.50999 -0.09332 0.85221  0.108
H: -5.76986 2.16270 0.06575  0.112
H: -2.83684 4.18067 1.69893  0.113
H: -0.85849 4.16960 3.22788  0.109
H: 1.26550 3.18119 2.47780  0.102
H: 1.61685 1.69361 -0.87134  0.138
H: 4.83313 1.12322 0.46106  0.150
H: 3.55001 2.34705 -2.02830  0.111
H: 4.51590 3.23971 -0.85264  0.120
H: 5.92135 2.61371 -2.74802  0.072
H: 6.45664 1.72114 -1.32492  0.078
H: 5.50106 0.91359 -2.57078  0.066
H: 2.76541 0.01970 -1.50674  0.112
H: 4.39444 -0.57106 -1.19946  0.109
H: 2.87278 -2.01688 -0.01038  0.067
H: 3.68590 -1.03201 1.20813  0.084
H: 2.02932 -0.65353 0.72328  0.057
H: -0.49901 2.36300 -1.34086  0.122
H: -1.90460 0.59408 -0.75635  0.091

Computed properties:
Gap between HOMO and LUMO (eV): 9.13
Energy relative to the best compared isomer or geometry (same formula, charge and spin) (kJ/mol): 0.00
Charge: 0